[1]
The following is a DFT calculation (the ωB97M-V functional and the def2-TZVPD basis) of a cluster of 14 separate species, C6H39NO14 in total in a non-equilibrium geometry.

Output
electronic energy = -37010.06909 eV
gap between HOMO and LUMO = 9.5 eV
maximum force = 0.0436 Eh/bohr
charge = 0
HOMO energy = -9.36 eV
ΔE to the lowest compared entry with this formula, charge and spin = 81.3 kcal per mole

```
60
C6H39NO14, DFT the ωB97M-V functional and the def2-TZVPD basis
C -0.4696 -0.3529 -0.8533
N -0.0968 0.7383 0.0353
C -1.1866 1.6510 0.3393
C -1.0177 2.8294 1.2847
O -1.7317 3.7881 1.0920
C -0.5591 0.0754 -2.3394
C 2.0461 -0.1517 -2.3878
C 0.7729 0.4873 -2.9599
H -1.3797 -0.9002 -0.5619
H 0.2955 -1.1364 -0.8006
H 0.2063 0.3078 0.8980
H -2.0843 1.1228 0.6793
H -1.5493 1.9567 -0.6456
H -0.1702 2.9233 1.9725
H -0.9951 -0.7305 -2.9322
H -1.2626 0.9077 -2.3327
H 2.2392 -1.2144 -2.5098
H 2.2850 0.2348 -1.4019
H 2.9151 0.2733 -2.9190
H 0.7806 0.3202 -4.0387
H 1.0279 1.5313 -2.8436
H -2.0637 -2.7900 1.2040
H -2.8566 -1.6563 1.9845
O -2.0448 -2.1746 1.9834
H -4.0225 2.0859 -1.3977
H -2.8886 2.8494 -2.0603
O -3.4626 2.0841 -2.1789
H -0.2236 -3.0432 -3.2066
H 0.7096 -3.6555 -2.1519
O -0.2418 -3.5383 -2.3754
H 2.0194 1.2497 2.0684
H 1.4780 0.3279 3.2315
O 1.2624 1.0767 2.6703
H 2.1705 -1.6113 2.2213
H 3.6658 -1.5380 2.0866
O 2.8689 -1.4870 1.5562
H 0.3666 2.8948 -2.6158
H -0.5075 4.0597 -2.1519
O -0.1666 3.6282 -2.9465
H 0.1180 -1.7782 4.3305
H -0.3158 -1.5975 2.8448
O 0.4468 -1.7910 3.4266
H -3.3854 2.7907 2.8508
H -3.6805 2.2262 1.4137
O -3.3095 2.0289 2.2740
H 2.7756 -3.5359 -1.2702
H 1.9643 -3.5836 -0.0951
O 2.0264 -4.0634 -0.9442
H -1.2168 -3.0003 -0.9348
H -2.2368 -4.1356 -0.7357
O -1.7519 -3.4655 -0.2536
H -0.0392 -3.3812 0.6117
H 0.4173 -3.0227 2.0417
O 0.6297 -2.8955 1.1023
H 3.1557 1.5300 0.2992
H 3.3628 0.1535 0.9894
O 3.5550 1.1023 1.0707
H 2.1873 3.1944 0.2630
H 1.2964 2.2371 -0.4841
O 2.1117 2.7767 -0.6067
```

=====

[2]
The following is a DFT calculation (the ωB97M-V functional and the def2-TZVPD basis) of a structure of composition C6H3AsBrFeNO2S4.

Output
electronic energy = -220468.85701 eV
gap between HOMO and LUMO (alpha / beta) = 5.5 / 5.7 eV
maximum force = 0.0186 Eh/bohr
charge = -1
multiplicity = 2
⟨S²⟩ = 1.192
HOMO energy (alpha / beta) = -4.43 / -4.42 eV
ΔE to the lowest compared entry with this formula, charge and spin = 0.0 kcal per mole

```
19
C6H3AsBrFeNO2S4, DFT the ωB97M-V functional and the def2-TZVPD basis
Fe 0.0807 -0.1281 1.5975
Br 2.4762 0.5033 -0.7403
C 0.7114 0.2416 -1.2965
C 0.3673 0.3010 -2.6413
C -0.9559 0.0991 -2.9939
C -1.9051 -0.1556 -2.0148
C -1.4804 -0.1976 -0.7063
N -0.2033 -0.0032 -0.3603
C -2.3890 -0.4627 0.4684
O -3.5714 -0.6553 0.2905
O -1.7490 -0.4508 1.5971
H 1.1310 0.5013 -3.3769
H -1.2436 0.1415 -4.0369
H -2.9518 -0.3216 -2.2234
S 2.2414 -0.0962 5.4832
As 2.5147 0.1354 3.4361
S 0.9880 1.5424 2.5688
S 1.5297 -1.5335 2.2928
S 4.4091 0.5389 2.6564
```

=====

[3]
The following is a DFT calculation (the ωB97M-V functional and the def2-TZVPD basis) of a structure of composition C6H3BiCl2NO3RuS in a non-equilibrium geometry.

Output
electronic energy = -58149.26106 eV
gap between HOMO and LUMO (alpha / beta) = 5.6 / 4.8 eV
maximum force = 0.2427 Eh/bohr
charge = +4
multiplicity = 6
⟨S²⟩ = 8.788
HOMO energy (alpha / beta) = -22.82 / -24.51 eV
ΔE to the lowest compared entry with this formula, charge and spin = 36.0 kcal per mole

```
18
C6H3BiCl2NO3RuS, DFT the ωB97M-V functional and the def2-TZVPD basis
Ru 0.1651 0.2414 -4.9885
Bi -0.0030 1.3097 -2.2990
Cl -1.7436 1.8930 -4.0412
Cl 1.6313 -0.6515 -3.2437
C -0.7357 -0.7634 -0.9083
C -0.0713 1.2737 -6.4853
C 0.8929 -1.0734 -6.0430
O -0.7906 -1.3194 0.0898
O -0.3227 1.9617 -7.3991
O 1.2789 -1.8863 -6.7977
S 0.6172 2.5758 2.9381
C 1.8914 1.3644 2.7252
C 1.9415 0.9654 1.3891
N 0.9927 1.5816 0.5579
C 0.2530 2.4482 1.2275
H 2.4915 0.9440 3.5384
H 2.5505 0.1743 0.9486
H -0.6314 2.8871 0.7373
```

=====

[4]
The following is a DFT calculation (the ωB97M-V functional and the def2-TZVPD basis) of a structure of composition C6H3Cl2LuNO3SV in a non-equilibrium geometry.

Output
electronic energy = -109040.34054 eV
gap between HOMO and LUMO (alpha / beta) = 2.6 / 2.3 eV
maximum force = 0.2505 Eh/bohr
charge = +4
multiplicity = 3
⟨S²⟩ = 2.039
HOMO energy (alpha / beta) = -23.04 / -22.56 eV

```
18
C6H3Cl2LuNO3SV, DFT the ωB97M-V functional and the def2-TZVPD basis
V -0.6129 -0.6617 -3.9983
Lu 0.3328 0.6277 0.0657
Cl -0.8327 -1.0029 -1.8061
Cl -0.7023 2.7347 -0.2977
C 1.9854 2.1898 0.9797
C 0.6392 -1.7164 -4.8313
C 0.1391 0.9731 -4.3494
O 2.4034 3.1994 1.3401
O 1.4743 -2.3640 -5.3444
O 0.6555 2.0190 -4.4261
S -2.2726 -1.0030 2.9296
C -0.7845 -1.3897 3.7711
C 0.3089 -0.8525 3.1553
N -0.0421 -0.1313 1.9943
C -1.3951 -0.1318 1.7598
H -0.7547 -1.9770 4.6786
H 1.3552 -0.9512 3.4224
H -1.8968 0.4379 0.9567
```

=====

[5]
The following is a DFT calculation (the ωB97M-V functional and the def2-TZVPD basis) of a cluster of 2 separate species, C6H3F5O in total in a non-equilibrium geometry.

Output
electronic energy = -21903.86796 eV
gap between HOMO and LUMO = 9.8 eV
maximum force = 0.0515 Eh/bohr
charge = 0
structure (SMILES) = Fc1cc(F)c(F)c(F)c1F.O
HOMO energy = -9.77 eV
ΔE to the lowest compared entry with this formula, charge and spin = 1.3 kcal per mole

```
15
C6H3F5O, DFT the ωB97M-V functional and the def2-TZVPD basis
F 0.0000 0.0000 0.0000
F 3.3009 0.2850 -3.4128
F -2.0195 0.4446 -1.8432
F 1.3274 0.3597 -5.2672
F -1.2054 1.0064 -4.5776
C 1.6384 0.1991 -1.6799
C 0.2836 0.2142 -1.3066
C 2.0217 0.2735 -3.0284
C -0.7288 0.4088 -2.2784
C 0.9898 0.3855 -4.0022
C -0.3753 0.5141 -3.6060
H 2.5001 0.2102 -0.9994
O 5.2091 5.1723 -5.4363
H 4.7102 4.3346 -5.5689
H 5.5488 5.4029 -6.3305
```

=====

[6]
The following is a DFT calculation (the ωB97M-V functional and the def2-TZVPD basis) of a structure of composition C6H3FInO8 in a non-equilibrium geometry.

Output
electronic energy = -30524.46314 eV
gap between HOMO and LUMO (alpha / beta) = 5.9 / 4.7 eV
maximum force = 0.1848 Eh/bohr
charge = +1
HOMO energy (alpha / beta) = -12.59 / -12.39 eV

```
19
C6H3FInO8, DFT the ωB97M-V functional and the def2-TZVPD basis
C 2.1745 1.0587 -0.1792
C 1.5608 -0.1705 -0.3991
O 2.0099 -1.2788 0.2969
C 3.2583 -1.1977 0.8736
O 4.0840 -0.5086 0.2069
O 3.3838 -1.6732 1.9977
O 1.5062 2.1327 0.1045
F 3.2712 1.4470 -0.9060
H 1.1032 -0.2629 -1.3857
O -1.7112 1.8538 -0.0722
C -2.2346 0.7400 -0.0694
C -1.7058 -0.5658 -0.4254
O -2.6775 -1.4657 0.0842
C -3.7435 -0.7993 0.4965
O -4.8396 -1.2222 0.6706
O -3.4536 0.5566 0.4667
In -0.1228 2.7335 -0.1488
H -0.3993 -0.6542 -0.1221
H -1.4640 -0.7234 -1.4897
```

=====

Question: Which value of maximum force does entry 5 give?
Answer: 0.0515 Eh/bohr